ORCA calculation (ωB97M-V/def2-TZVPD) on C22H67F2NO16S2V as an isolated structure.

Net charge: 0
LUMO (spin up / spin down): -1.5 / -1.4 eV
Expectation value of S²: 3.76
Spin multiplicity: 4
E_HOMO (spin up / spin down): -9.0 / -9.4 eV

Atoms and positions in Å:
1 V -3.5241 -0.3094 -0.7083
2 O -3.5253 -2.4676 -0.4050
3 H -2.9181 -3.0183 0.1266
4 N -1.5188 0.1461 -0.7638
5 S -0.3512 -0.2610 0.4471
6 O -0.3349 0.7041 1.5284
7 O 0.8429 -1.0052 0.1482
8 F -1.2247 -1.3776 1.1476
9 S -0.4635 0.9214 -1.4849
10 O 0.4154 0.2207 -2.4218
11 O -0.0165 2.2391 -0.9845
12 F -1.5350 1.4952 -2.5443
13 C 2.6466 0.3318 3.3244
14 C 1.4834 -0.3888 3.9976
15 O 1.8963 -1.3452 4.8833
16 H 2.1975 1.0876 2.6801
17 H 3.2624 -0.2796 2.6647
18 H 3.3377 0.8315 4.0032
19 H 0.8588 -0.8720 3.2463
20 H 0.8661 0.3506 4.5078
21 H 2.2384 -0.8459 5.6284
22 C -4.5001 3.6850 0.6311
23 C -3.5338 2.9546 -0.2617
24 O -4.1682 1.8903 -0.9425
25 H -5.0256 2.9764 1.2713
26 H -5.2460 4.1753 0.0056
27 H -3.9809 4.4117 1.2558
28 H -2.6829 2.5914 0.3147
29 H -3.0821 3.6763 -0.9423
30 H -4.9354 2.2520 -1.3921
31 C 3.5405 0.8481 -1.0926
32 C 3.6231 2.0606 -0.1400
33 O 4.1405 3.1561 -0.7990
34 H 2.9651 1.2299 -1.9360
35 H 3.1632 -0.0641 -0.6303
36 H 4.5287 0.5362 -1.4304
37 H 4.1943 1.8543 0.7651
38 H 2.6354 2.2843 0.2631
39 H 4.3059 3.8665 -0.1748
40 C 4.3270 -3.0952 -2.4565
41 C 3.1863 -2.5233 -3.3961
42 O 2.5819 -3.7080 -3.9653
43 H 5.0501 -3.5667 -3.1220
44 H 3.9311 -3.8359 -1.7617
45 H 4.8453 -2.3439 -1.8608
46 H 3.5526 -1.9266 -4.2315
47 H 2.4570 -1.8956 -2.8839
48 H 1.9176 -3.4659 -4.6147
49 C -1.5762 -2.5441 4.5849
50 C -0.9547 -3.1028 5.8779
51 O -1.9796 -3.5521 6.7103
52 H -2.3194 -3.1961 4.1260
53 H -0.8111 -2.3235 3.8406
54 H -2.0472 -1.5952 4.8415
55 H -0.3314 -2.4014 6.4324
56 H -0.3096 -3.9336 5.5919
57 H -1.5865 -3.7637 7.5601
58 C 1.6918 0.4258 -5.4454
59 C 1.5176 0.7114 -6.9005
60 O 1.6436 -0.5078 -7.5194
61 H 0.9001 -0.2574 -5.1381
62 H 1.4313 1.2966 -4.8437
63 H 2.6357 -0.0114 -5.1199
64 H 2.3115 1.3710 -7.2509
65 H 0.6099 1.2502 -7.1722
66 H 1.9410 -0.2721 -8.4012
67 C -0.1648 -3.6615 -1.7678
68 C -1.0073 -3.0649 -2.9263
69 O -2.2805 -3.7305 -2.9254
70 H 0.7917 -3.1712 -1.5868
71 H 0.1511 -4.6787 -1.9992
72 H -0.7307 -3.6274 -0.8367
73 H -0.4531 -3.2760 -3.8408
74 H -1.0640 -1.9931 -2.7358
75 H -2.0847 -4.5603 -3.3667
76 C -0.8287 3.0926 -5.3168
77 C -0.4210 3.9683 -4.1177
78 O -0.0421 5.2370 -4.6755
79 H -0.0682 3.0324 -6.0954
80 H -1.7551 3.4875 -5.7340
81 H -1.0236 2.0711 -4.9903
82 H 0.3380 3.4925 -3.4967
83 H -1.3022 4.0826 -3.4864
84 H 0.3683 5.7446 -3.9716
85 C -4.8299 0.8162 3.6134
86 C -3.6006 0.5314 2.7759
87 O -3.9089 -0.2369 1.6492
88 H -4.5032 1.3072 4.5300
89 H -5.3236 -0.0953 3.9506
90 H -5.5800 1.3922 3.0714
91 H -2.8898 0.0053 3.4131
92 H -3.2131 1.5042 2.4732
93 H -4.2056 -1.0887 1.9778
94 C 2.6374 -3.9168 1.0085
95 C 2.1672 -3.5599 2.3806
96 O 3.1490 -3.0152 3.1604
97 H 1.7676 -4.2181 0.4247
98 H 3.3054 -4.7681 1.1401
99 H 3.1998 -3.1271 0.5105
100 H 1.7422 -4.4623 2.8199
101 H 1.3080 -2.8937 2.3037
102 H 2.7206 -2.5316 3.8705
103 C -0.4316 4.3584 2.7216
104 C -0.8587 3.2998 3.8072
105 O -1.8789 3.8676 4.5931
106 H -1.3034 4.6307 2.1268
107 H 0.3795 4.0561 2.0592
108 H -0.1072 5.2814 3.2022
109 H 0.0337 3.0653 4.3875
110 H -1.2429 2.3678 3.3926
111 H -2.1463 3.2087 5.2381

***

ORCA calculation (ωB97M-V/def2-TZVPD) on a 12-piece molecular cluster, C22H68N4O12 overall.

Net charge: 0
LUMO: 0.1 eV
SMILES string: NC(N)=O.NC(N)=O.CC(C)O.CC(C)O.CC(C)O.CC(C)O.CC(C)O.CO.CO.CO.CO.CO
E_HOMO: -8.9 eV

Atoms and positions in Å:
1 C 2.7319 -0.5650 -4.0395
2 O 2.1489 -1.0900 -2.9015
3 H 3.3559 -1.3230 -4.5375
4 H 3.4059 0.2760 -3.8845
5 H 2.0259 -0.2870 -4.8225
6 H 1.3549 -1.5200 -3.1565
7 C -1.5421 0.0750 -3.9615
8 O -0.4111 0.7530 -4.5365
9 H -1.4261 -0.1630 -2.9335
10 H -1.7571 -0.7950 -4.5635
11 H -2.3911 0.7420 -3.9745
12 H -0.1751 0.1460 -5.2275
13 C 0.1449 -0.2380 -0.3465
14 O -0.3051 -1.5920 -0.5365
15 H -0.2061 0.3800 -1.1465
16 H 1.1909 -0.2150 -0.3075
17 H -0.2491 0.1080 0.5695
18 H -0.0131 -2.2240 0.2095
19 C -1.3501 3.8610 1.3085
20 O -1.7801 2.5500 1.3635
21 H -2.2031 4.5470 1.2705
22 H -0.6131 4.0400 0.5195
23 H -0.8011 4.0410 2.2595
24 H -2.2031 2.4260 2.2195
25 C -3.2331 2.1210 -1.5855
26 O -2.5691 1.2520 -0.7885
27 H -2.4221 2.7100 -2.0165
28 H -3.7441 2.8020 -0.9815
29 H -3.7431 1.6600 -2.3915
30 H -2.2171 1.6720 0.0105
31 C -3.7721 -2.0810 -2.0925
32 O -4.8791 -2.8820 -2.0865
33 N -3.9451 -0.7960 -2.1645
34 N -2.5241 -2.5320 -2.0005
35 H -4.9121 -0.3510 -2.2825
36 H -3.2001 -0.1430 -1.9035
37 H -2.3761 -3.5480 -1.9725
38 H -1.7341 -2.0110 -1.6435
39 C 1.8189 3.5910 2.1185
40 O 1.6349 3.0560 3.3765
41 N 1.7079 2.8980 1.0075
42 N 2.2259 4.8020 1.9615
43 H 1.1609 2.0300 1.0905
44 H 1.9599 3.1910 0.0985
45 H 2.6339 5.2340 2.8295
46 H 2.6839 5.1110 1.0985
47 C -4.4401 -2.5060 1.0805
48 C -4.3061 -1.0380 1.4035
49 C -2.9541 -0.5670 1.9465
50 O -4.7361 -0.2490 0.5005
51 H -3.5291 -2.9290 0.6925
52 H -5.2061 -2.6910 0.3215
53 H -4.7161 -3.0830 1.9205
54 H -5.0771 -0.8750 2.2005
55 H -2.2951 -0.6750 1.0845
56 H -2.5501 -1.1720 2.7405
57 H -2.8941 0.4640 2.2145
58 H -4.2841 -0.4020 -0.3285
59 C 4.8809 -1.8760 0.6735
60 C 3.9999 -1.3890 -0.4355
61 C 4.0279 0.0930 -0.4185
62 O 4.3839 -1.7990 -1.5435
63 H 5.9729 -1.7780 0.5075
64 H 4.7719 -2.9840 0.7925
65 H 4.5639 -1.4340 1.6335
66 H 2.9949 -1.7300 -0.2185
67 H 3.4189 0.5760 -1.1045
68 H 5.0069 0.5110 -0.5975
69 H 3.7309 0.4840 0.5495
70 H 3.6119 -1.6570 -2.1215
71 C 2.2169 -0.1600 2.6355
72 C 1.3139 -0.1490 3.8425
73 C -0.0891 0.2500 3.5775
74 O 1.2989 -1.2340 4.4085
75 H 2.1609 0.7500 2.1155
76 H 1.8529 -0.9100 1.9585
77 H 3.2419 -0.4210 2.8555
78 H 1.7839 0.4670 4.5325
79 H -0.6801 0.1870 4.5125
80 H -0.5201 -0.3640 2.7745
81 H -0.1301 1.2720 3.1905
82 H 0.7049 -1.1430 5.1935
83 C 1.6319 2.2590 -2.4345
84 C 0.3719 3.0790 -2.2745
85 C 0.8039 4.5130 -1.8675
86 O -0.2561 3.1500 -3.3505
87 H 2.0589 2.3250 -3.4255
88 H 1.4319 1.1630 -2.2075
89 H 2.4699 2.5120 -1.7365
90 H -0.3521 2.6690 -1.5665
91 H -0.0061 5.1640 -1.8625
92 H 1.5399 4.8910 -2.6005
93 H 1.3409 4.5170 -0.8785
94 H -0.4051 2.3150 -3.6925
95 C -1.1061 -3.9170 1.6385
96 C 0.3369 -3.7560 2.0835
97 C 0.9359 -5.1190 2.3965
98 O 1.0649 -3.0720 1.2755
99 H -1.7751 -3.1050 1.9925
100 H -1.5551 -4.8350 1.9395
101 H -1.1931 -3.8510 0.5685
102 H 0.3929 -3.1690 2.9975
103 H 0.9729 -5.7900 1.5805
104 H 0.4039 -5.5440 3.2095
105 H 1.9579 -4.9570 2.8775
106 H 1.9149 -3.0040 1.7155

***

ORCA calculation (ωB97M-V/def2-TZVPD) on a 10-piece molecular cluster, C22H70O28P6 overall.

Net charge: 0
LUMO: 0.3 eV
SMILES string: COP(=O)(OC)OC.COP(=O)(OC)OC.COP(=O)(OC)OC.COP(=O)(OC)OC.COP(=O)(OC)OC.COP(=O)(OC)OC.CO.CO.CO.CO
E_HOMO: -9.9 eV

Atoms and positions in Å:
1 C 7.5479 -0.1845 4.3565
2 O 8.0128 -0.2660 3.0347
3 H 7.7826 -1.0764 4.9375
4 H 8.0165 0.6861 4.8152
5 H 6.4915 0.0468 4.4933
6 H 8.9531 -0.3924 3.1812
7 C 3.3517 3.8606 -3.9380
8 O 2.7398 5.0698 -4.3814
9 H 4.1446 3.5508 -4.6187
10 H 3.7907 4.0204 -2.9532
11 H 2.6360 3.0390 -3.9074
12 H 1.8915 5.2563 -3.9727
13 C 1.2009 7.8083 5.5925
14 O 1.5241 6.5328 5.0901
15 H 1.6590 8.5626 4.9527
16 H 0.1452 8.0770 5.6301
17 H 1.6152 7.8885 6.5975
18 H 2.4610 6.5655 4.8832
19 C 9.8020 0.6075 -3.3573
20 O 8.7772 1.1512 -4.1291
21 H 10.2942 -0.1858 -3.9198
22 H 10.5031 1.3596 -2.9955
23 H 9.3359 0.0620 -2.5368
24 H 8.2470 0.3599 -4.2484
25 C 2.9225 0.1758 -0.3943
26 O 1.8105 0.8749 0.2026
27 P 0.2662 0.5163 -0.1476
28 O -0.0770 0.4597 -1.6026
29 O -0.5234 1.5505 0.7541
30 C -0.8362 2.8565 0.2426
31 O -0.0201 -0.9154 0.6585
32 C -1.2565 -1.5587 0.5505
33 H 3.6396 0.8409 -0.8753
34 H 2.6420 -0.4971 -1.2046
35 H 3.4164 -0.4763 0.3261
36 H -0.2003 3.5708 0.7655
37 H -1.8975 3.0216 0.4284
38 H -0.6540 3.0314 -0.8178
39 H -1.8955 -1.2289 -0.2687
40 H -1.7830 -1.4091 1.4932
41 H -1.2203 -2.6427 0.4414
42 C -4.9716 4.2342 -4.5836
43 O -3.7858 4.9534 -4.5502
44 P -3.7259 6.4681 -3.9732
45 O -2.3399 7.0304 -3.9165
46 O -4.4944 6.3152 -2.5400
47 C -4.6350 7.4411 -1.6286
48 O -4.7385 7.3530 -4.9222
49 C -4.3142 7.6583 -6.2516
50 H -4.8611 3.3349 -3.9777
51 H -5.2899 3.9321 -5.5813
52 H -5.7694 4.8099 -4.1143
53 H -4.0315 7.2849 -0.7345
54 H -5.6824 7.5575 -1.3506
55 H -4.3317 8.3889 -2.0732
56 H -4.2758 8.7363 -6.4079
57 H -5.0283 7.2266 -6.9529
58 H -3.3270 7.2813 -6.5188
59 C -6.7917 0.9459 2.6079
60 O -5.8412 1.8251 3.1234
61 P -5.7687 1.7998 4.7425
62 O -7.0527 1.8963 5.4765
63 O -4.7940 3.0525 5.0665
64 C -4.1881 3.2094 6.3270
65 O -4.8766 0.4615 5.1357
66 C -5.5812 -0.7557 5.4668
67 H -7.5676 0.5935 3.2874
68 H -6.3673 0.0023 2.2647
69 H -7.3142 1.4311 1.7835
70 H -4.4456 2.5097 7.1221
71 H -4.3920 4.2326 6.6425
72 H -3.1075 3.1175 6.2178
73 H -4.8788 -1.5075 5.8268
74 H -6.0722 -1.1425 4.5739
75 H -6.3833 -0.7132 6.2037
76 C 8.6394 -4.9298 -2.5504
77 O 7.2002 -5.0831 -2.7551
78 P 6.5583 -4.7251 -4.2616
79 O 6.7198 -3.3114 -4.6901
80 O 7.1457 -5.9245 -5.2824
81 C 8.5234 -5.8907 -5.8471
82 O 5.0319 -5.1324 -4.0909
83 C 4.6062 -6.4769 -3.8483
84 H 8.8711 -4.2129 -1.7627
85 H 9.1681 -4.6592 -3.4644
86 H 9.0050 -5.8939 -2.1970
87 H 9.0441 -4.9680 -5.5908
88 H 8.5516 -5.9404 -6.9356
89 H 9.1182 -6.7247 -5.4745
90 H 4.2263 -6.4396 -2.8273
91 H 5.3737 -7.2327 -4.0145
92 H 3.7765 -6.7121 -4.5150
93 C 0.6445 0.0152 5.8506
94 O 0.3110 -0.5054 7.1472
95 P 0.5287 -2.0889 7.5286
96 O 1.9481 -2.4371 7.7274
97 O -0.4018 -2.2729 8.8456
98 C -1.6502 -1.7128 8.8637
99 O -0.1512 -2.8664 6.2978
100 C 0.0101 -4.2863 6.2099
101 H 1.1528 0.9793 5.8664
102 H -0.3042 0.2667 5.3765
103 H 1.1785 -0.6999 5.2248
104 H -2.3357 -2.5545 8.9617
105 H -1.9308 -1.1185 7.9941
106 H -1.6431 -1.0409 9.7220
107 H -0.9212 -4.8521 6.2382
108 H 0.6005 -4.6718 7.0411
109 H 0.5581 -4.5224 5.2978
110 C -6.8697 -3.0473 -4.2216
111 O -5.5492 -3.4720 -3.9404
112 P -5.2121 -4.9992 -3.5548
113 O -5.9565 -5.6052 -2.4656
114 O -5.4196 -5.7624 -4.9354
115 C -4.8265 -6.9995 -5.1618
116 O -3.5647 -4.9732 -3.4279
117 C -2.7554 -4.3962 -4.4753
118 H -7.3147 -2.4909 -3.3967
119 H -7.5544 -3.8702 -4.4271
120 H -6.8594 -2.3774 -5.0815
121 H -4.4863 -7.0226 -6.1971
122 H -5.5668 -7.7702 -4.9468
123 H -3.9304 -7.3364 -4.6407
124 H -3.3139 -3.7646 -5.1661
125 H -2.2435 -5.2185 -4.9752
126 H -1.9623 -3.8021 -4.0213

***

ORCA calculation (ωB97M-V/def2-TZVPD) on a 14-piece molecular cluster, C22H72O14 overall.

Net charge: 0
LUMO: 0.3 eV
E_HOMO: -9.9 eV

Atoms and positions in Å:
1 C 9.0619 -19.8945 -20.2244
2 C 10.5016 -19.9283 -20.6317
3 C 11.4591 -19.8504 -19.4088
4 O 10.6970 -21.2018 -21.2990
5 H 8.5240 -19.4184 -21.0441
6 H 8.8578 -19.1094 -19.4963
7 H 8.6885 -20.8525 -19.8626
8 H 10.6220 -19.1311 -21.3653
9 H 12.4307 -20.2455 -19.7054
10 H 10.9731 -20.3255 -18.5566
11 H 11.6559 -18.7840 -19.2987
12 H 11.6104 -21.2037 -21.5945
13 C 7.6138 -20.7885 -12.1715
14 C 8.3523 -20.9553 -10.8413
15 C 7.5576 -21.4317 -9.6325
16 O 9.2964 -22.0421 -11.0811
17 H 8.3247 -20.5957 -12.9749
18 H 6.9443 -19.9348 -12.0663
19 H 7.0246 -21.6554 -12.4706
20 H 8.9878 -20.1046 -10.5953
21 H 6.8951 -22.2463 -9.9251
22 H 6.9219 -20.5955 -9.3415
23 H 8.1307 -21.7707 -8.7695
24 H 9.6920 -21.8920 -11.9428
25 C 17.2049 -17.5841 -17.1105
26 C 15.8782 -17.1926 -17.9143
27 C 16.0048 -15.9375 -18.7257
28 O 15.5838 -18.3051 -18.7206
29 H 17.0202 -18.2223 -16.2464
30 H 17.8795 -16.7996 -16.7675
31 H 17.9186 -18.1791 -17.6802
32 H 15.0441 -17.1030 -17.2184
33 H 15.7234 -15.9906 -19.7774
34 H 17.0227 -15.5486 -18.7499
35 H 15.5231 -15.0642 -18.2858
36 H 14.6612 -18.3366 -18.9842
37 C 11.3143 -15.0203 -23.9974
38 C 12.1489 -16.1669 -23.3519
39 C 13.0888 -15.6202 -22.2626
40 O 11.2161 -17.0526 -22.6466
41 H 11.8202 -14.3121 -24.6537
42 H 10.6039 -14.5436 -23.3220
43 H 10.4896 -15.5191 -24.5064
44 H 12.7387 -16.7016 -24.0964
45 H 12.3849 -15.2218 -21.5320
46 H 13.7803 -14.8390 -22.5782
47 H 13.6111 -16.4798 -21.8425
48 H 10.6960 -17.5651 -23.2699
49 C 9.9468 -16.6384 -12.2686
50 O 10.8029 -17.6606 -12.6104
51 H 9.5340 -16.4202 -13.2536
52 H 9.3046 -17.0055 -11.4681
53 H 10.4811 -15.7659 -11.8925
54 H 11.1133 -17.9696 -11.7562
55 C 7.9641 -13.5025 -17.2474
56 O 7.3339 -14.3333 -16.3673
57 H 8.3709 -12.5745 -16.8454
58 H 8.8109 -13.9796 -17.7408
59 H 7.2926 -13.2356 -18.0635
60 H 8.0498 -14.6545 -15.8143
61 C 9.4368 -15.2304 -20.6952
62 O 10.1988 -16.4211 -20.2977
63 H 8.7367 -14.9309 -19.9153
64 H 10.0858 -14.3618 -20.8067
65 H 8.8920 -15.5380 -21.5878
66 H 10.6896 -16.7610 -21.0494
67 C 9.5481 -23.4189 -16.7366
68 O 9.4591 -23.7288 -18.0814
69 H 8.6356 -23.8079 -16.2849
70 H 10.4646 -23.8765 -16.3642
71 H 9.4435 -22.3754 -16.4396
72 H 9.5890 -24.6733 -18.1941
73 C 11.3701 -20.8330 -14.4178
74 O 11.7602 -20.5424 -13.1391
75 H 10.2967 -20.9925 -14.5205
76 H 11.6120 -19.9843 -15.0574
77 H 11.9953 -21.6918 -14.6621
78 H 11.5762 -19.6204 -12.9454
79 C 11.0782 -17.2652 -16.4172
80 O 10.6398 -16.0150 -17.0089
81 H 10.7863 -17.2354 -15.3675
82 H 10.5592 -18.1430 -16.8022
83 H 12.1577 -17.3881 -16.5056
84 H 10.5318 -16.2063 -17.9434
85 C 11.8655 -11.6986 -17.2455
86 O 12.6364 -10.8865 -16.4684
87 H 12.3671 -12.6552 -17.3919
88 H 10.8853 -11.7934 -16.7783
89 H 11.6850 -11.2050 -18.2004
90 H 12.6365 -11.1582 -15.5477
91 C 13.4912 -23.5532 -16.7396
92 O 12.6367 -22.6093 -17.3455
93 H 12.9290 -24.1928 -16.0593
94 H 13.8991 -24.2956 -17.4255
95 H 14.2378 -23.0106 -16.1598
96 H 12.7651 -22.7420 -18.2876
97 C 15.9056 -20.4601 -13.7108
98 O 17.1698 -21.0244 -14.0627
99 H 15.1075 -21.1928 -13.8305
100 H 15.9626 -20.2254 -12.6479
101 H 15.6784 -19.6065 -14.3494
102 H 17.8645 -20.3675 -14.1498
103 C 12.6989 -14.1903 -14.1836
104 O 12.9050 -12.7759 -14.0332
105 H 11.9155 -14.5221 -14.8649
106 H 13.5972 -14.7435 -14.4580
107 H 12.5113 -14.5800 -13.1830
108 H 12.2029 -12.4995 -13.4398

***

Number 1: molecular weight 754.84 Da, E -110937.061 eV. Number 2: molecular weight 580.80 Da, E -54439.907 eV. Number 3: molecular weight 968.62 Da, E -137020.619 eV. Number 4: molecular weight 560.80 Da, E -52639.247 eV.